Density functional theory data (the ωB97M-V functional and the def2-TZVPD basis) for C61H52AsN8O2Ru as an isolated structure.

Geometry (Å):
Ru (1.24072, 1.00448, 0.23551)
C (0.04183, 4.58571, -2.14151)
C (-1.14395, 3.97316, -1.44963)
C (-2.20884, 4.81159, -1.15571)
C (-3.33655, 4.34886, -0.49828)
C (-3.39748, 3.01834, -0.14412)
C (-2.35779, 2.13467, -0.42826)
C (-2.57918, 0.70674, -0.02307)
C (-1.20726, 2.60429, -1.08050)
N (-0.04627, 1.80078, -1.26345)
C (0.49408, 1.77493, -2.51707)
O (-0.07029, 1.88896, -3.60719)
C (1.99959, 1.70794, -2.48497)
C (2.83104, 1.89521, -3.57802)
C (4.20418, 1.86782, -3.37196)
C (4.72134, 1.62952, -2.10064)
C (3.83078, 1.43372, -1.05976)
N (2.52135, 1.50585, -1.27378)
C (4.22393, 1.05699, 0.35020)
O (5.41227, 1.00675, 0.65210)
N (3.15801, 0.75750, 1.11949)
C (3.43577, 0.17191, 2.38931)
C (3.14957, 0.84697, 3.57751)
C (2.65342, 2.26496, 3.59464)
C (3.34828, 0.19170, 4.78967)
C (3.82463, -1.10560, 4.83556)
C (4.14164, -1.75263, 3.65303)
C (3.97277, -1.12458, 2.42629)
C (4.44620, -1.81328, 1.17757)
H (0.04241, 5.66585, -1.99277)
H (0.01151, 4.37974, -3.21155)
H (0.98739, 4.19760, -1.76227)
H (-2.13963, 5.85512, -1.43924)
H (-4.15301, 5.02016, -0.26507)
H (-4.27078, 2.63354, 0.36914)
H (-3.03594, 0.67184, 0.96522)
H (-1.65796, 0.12808, -0.00675)
H (-3.28454, 0.23695, -0.71386)
H (2.38786, 2.05570, -4.55039)
H (4.87587, 2.02126, -4.20653)
H (5.78016, 1.57693, -1.89362)
H (2.97612, 2.75906, 4.51082)
H (1.56099, 2.30844, 3.56072)
H (3.03453, 2.82764, 2.74580)
H (3.12997, 0.72129, 5.70963)
H (3.96573, -1.60386, 5.78566)
H (4.54567, -2.75816, 3.67489)
H (4.39365, -2.89690, 1.29073)
H (5.48366, -1.53579, 0.97969)
H (3.87164, -1.52312, 0.29969)
C (-3.87221, 3.30859, 4.60419)
C (-2.82357, 2.53972, 3.85061)
C (-2.81181, 1.14917, 3.81196)
C (-1.82560, 0.48135, 3.12835)
C (-0.78813, 1.12526, 2.42682)
N (0.16121, 0.35221, 1.75758)
C (0.50218, -0.88092, 2.32672)
C (0.52942, -1.00128, 3.72728)
C (0.78265, -2.18115, 4.38118)
C (1.02472, -3.34473, 3.65670)
C (1.28011, -4.66197, 4.33431)
C (1.08686, -3.23282, 2.28299)
C (0.89480, -2.02509, 1.60592)
N (1.20802, -2.02962, 0.21304)
C (1.61390, -3.09467, -0.51690)
C (1.87263, -2.67039, -1.79322)
C (1.58897, -1.30878, -1.77432)
N (1.18650, -0.92466, -0.56718)
C (-0.85140, 2.53317, 2.40744)
C (-1.83472, 3.19576, 3.14653)
N (0.04708, 3.36699, 1.66961)
C (0.01928, 4.71867, 1.57932)
C (1.15184, 5.12763, 0.92653)
C (1.83121, 3.94753, 0.62709)
N (1.16200, 2.89661, 1.07767)
H (-4.45959, 2.64699, 5.23930)
H (-4.55919, 3.81011, 3.92015)
H (-3.42429, 4.07315, 5.24020)
H (-3.58256, 0.58401, 4.32153)
H (-1.85022, -0.59946, 3.10668)
H (0.34570, -0.10817, 4.30939)
H (0.80182, -2.19772, 5.46365)
H (0.96511, -4.63233, 5.37643)
H (2.34282, -4.91174, 4.31667)
H (0.74218, -5.47417, 3.84333)
H (1.29805, -4.13099, 1.72365)
H (1.69725, -4.07612, -0.09815)
H (2.18956, -3.26235, -2.63195)
H (1.61397, -0.61327, -2.59378)
H (-1.82619, 4.27361, 3.19002)
H (-0.79652, 5.29729, 1.96174)
H (1.43140, 6.13483, 0.67822)
H (2.76171, 3.80102, 0.10473)
C (-6.03447, -0.77386, -4.64223)
C (-5.79961, -1.76704, -3.70341)
C (-4.54489, -1.89680, -3.12166)
C (-3.51969, -1.02902, -3.47680)
C (-3.76413, -0.02109, -4.40646)
C (-5.01424, 0.09978, -4.99370)
As (-1.73119, -1.05586, -2.69239)
C (-1.82832, -2.68976, -1.63226)
C (-2.32288, -2.82894, -0.34220)
C (-2.23576, -4.05345, 0.30692)
C (-1.65095, -5.13892, -0.33303)
C (-1.15428, -5.00846, -1.62072)
C (-1.23763, -3.78492, -2.27681)
C (-0.71339, -3.49960, -3.62371)
C (-0.06657, -4.40756, -4.45507)
C (0.43571, -3.98447, -5.67632)
C (0.30373, -2.65888, -6.07160)
C (-0.34161, -1.74644, -5.24578)
C (-0.86169, -2.17137, -4.03340)
H (-7.01275, -0.67527, -5.09430)
H (-6.59399, -2.44733, -3.42301)
H (-4.36629, -2.68445, -2.39937)
H (-2.97814, 0.68259, -4.66092)
H (-5.19487, 0.88340, -5.71814)
H (-2.77362, -1.98636, 0.16700)
H (-2.61652, -4.15975, 1.31465)
H (-1.58516, -6.09267, 0.17492)
H (-0.69816, -5.86074, -2.10881)
H (0.05418, -5.44156, -4.15515)
H (0.93662, -4.69160, -6.32477)
H (0.70595, -2.33762, -7.02339)
H (-0.43152, -0.70795, -5.54301)

Computed properties:
Max |F| in eV/A: 0.683
2S+1: 2
HOMO energy (spin up / spin down) in eV: -6.94 / -7.05
Charge: 0

Here are the Löwdin charges for atoms 1 to 99, given in e: atom 1 (Ru): 1.3405, atom 2 (C): -0.0388, atom 3 (C): -0.2007, atom 4 (C): -0.0641, atom 5 (C): -0.0856, atom 6 (C): -0.0583, atom 7 (C): -0.2011, atom 8 (C): -0.0919, atom 9 (C): -0.1771, atom 10 (N): -0.0005, atom 11 (C): -0.5392, atom 12 (O): 0.0151, atom 13 (C): -0.2103, atom 14 (C): 0.0192, atom 15 (C): -0.0246, atom 16 (C): 0.0270, atom 17 (C): -0.1681, atom 18 (N): -0.0023, atom 19 (C): -0.4979, atom 20 (O): 0.0482, atom 21 (N): 0.0059, atom 22 (C): -0.1935, atom 23 (C): -0.2093, atom 24 (C): -0.0242, atom 25 (C): -0.0658, atom 26 (C): -0.0923, atom 27 (C): -0.0516, atom 28 (C): -0.1982, atom 29 (C): -0.0290, atom 30 (H): 0.0808, atom 31 (H): 0.0862, atom 32 (H): 0.0576, atom 33 (H): 0.1076, atom 34 (H): 0.0987, atom 35 (H): 0.1140, atom 36 (H): 0.0712, atom 37 (H): 0.0276, atom 38 (H): 0.0645, atom 39 (H): 0.1233, atom 40 (H): 0.1112, atom 41 (H): 0.1225, atom 42 (H): 0.0827, atom 43 (H): 0.0655, atom 44 (H): 0.0645, atom 45 (H): 0.1105, atom 46 (H): 0.1022, atom 47 (H): 0.1109, atom 48 (H): 0.0800, atom 49 (H): 0.0896, atom 50 (H): 0.0600, atom 51 (C): -0.0465, atom 52 (C): -0.2728, atom 53 (C): -0.0351, atom 54 (C): -0.0503, atom 55 (C): -0.2423, atom 56 (N): -0.0779, atom 57 (C): -0.2207, atom 58 (C): -0.0387, atom 59 (C): -0.0365, atom 60 (C): -0.2758, atom 61 (C): -0.0433, atom 62 (C): 0.0071, atom 63 (C): -0.1013, atom 64 (N): -0.0232, atom 65 (C): -0.0532, atom 66 (C): -0.0257, atom 67 (C): -0.1284, atom 68 (N): -0.0188, atom 69 (C): -0.1075, atom 70 (C): 0.0158, atom 71 (N): -0.0288, atom 72 (C): -0.0368, atom 73 (C): -0.0324, atom 74 (C): -0.1342, atom 75 (N): -0.0580, atom 76 (H): 0.0747, atom 77 (H): 0.0812, atom 78 (H): 0.0803, atom 79 (H): 0.1156, atom 80 (H): 0.1237, atom 81 (H): 0.1257, atom 82 (H): 0.1202, atom 83 (H): 0.0757, atom 84 (H): 0.0795, atom 85 (H): 0.0777, atom 86 (H): 0.1051, atom 87 (H): 0.1187, atom 88 (H): 0.1118, atom 89 (H): 0.1054, atom 90 (H): 0.1069, atom 91 (H): 0.1195, atom 92 (H): 0.1084, atom 93 (H): 0.1188, atom 94 (C): -0.0961, atom 95 (C): -0.0896, atom 96 (C): -0.0981, atom 97 (C): -0.3762, atom 98 (C): -0.1174, atom 99 (C): -0.0889

Density functional theory data (the ωB97M-V functional and the def2-TZVPD basis) for C20H13Cl2N2O10Ru as an isolated structure at a distorted geometry.

Geometry (Å):
Ru (0.14154, 0.27279, -0.59528)
O (3.51026, 2.35964, -1.31316)
C (2.53470, 1.38565, -1.35659)
O (1.38676, 1.80765, -0.81241)
C (2.31811, 0.90073, -2.79518)
O (1.02905, 0.26340, -2.86904)
C (1.08382, -1.12803, -3.19725)
C (1.45367, -1.91410, -1.95882)
O (2.11208, -2.92557, -1.99162)
O (0.96161, -1.44415, -0.82755)
H (3.24490, 2.97014, -0.61358)
H (3.10847, 0.20906, -3.08782)
H (2.30867, 1.76524, -3.45454)
H (1.77622, -1.31928, -4.01445)
H (0.07548, -1.41352, -3.50192)
O (-1.35743, 1.70363, -0.93838)
C (-2.58879, 1.55794, -0.89348)
C (-3.31754, 0.36067, -0.66230)
C (-4.72353, 0.45033, -0.73207)
C (-5.47396, -0.67348, -0.60326)
C (-4.87440, -1.94135, -0.42199)
C (-3.52329, -2.05305, -0.34376)
C (-2.67698, -0.89862, -0.43674)
O (-1.42235, -1.05473, -0.30146)
N (-6.93488, -0.57380, -0.67026)
O (-7.56914, -1.61001, -0.62941)
O (-7.42452, 0.53479, -0.77216)
H (-3.18935, 2.45706, -1.08192)
H (-5.20918, 1.40535, -0.88602)
H (-5.51209, -2.81140, -0.35308)
H (-3.04020, -3.01030, -0.20502)
Cl (5.79730, 0.43101, 0.03984)
C (4.48599, 0.42571, 1.15424)
C (4.80308, 0.48947, 2.52666)
C (3.81203, 0.43358, 3.44439)
Cl (4.22431, 0.50569, 5.13046)
C (2.45023, 0.30323, 3.05560)
C (1.41648, 0.20543, 4.01018)
C (0.13130, 0.04388, 3.60511)
C (-0.12720, 0.00387, 2.22954)
N (0.80753, 0.11431, 1.30804)
C (2.13416, 0.25576, 1.67590)
C (3.19800, 0.32544, 0.69998)
O (2.97648, 0.18933, -0.62189)
H (5.83667, 0.57125, 2.83006)
H (1.66636, 0.24965, 5.06054)
H (-0.68533, -0.04603, 4.30600)
H (-1.13511, -0.13428, 1.86585)

Computed properties:
Max |F| in eV/A: 1.451
2S+1: 2
HOMO energy (spin up / spin down) in eV: -8.74 / -8.58
Charge: 0

Atomic charges from the Löwdin analysis, expressed in e, are listed below: atom 1 (Ru): 1.5119, atom 2 (O): 0.0779, atom 3 (C): -0.6782, atom 4 (O): -0.1853, atom 5 (C): -0.0465, atom 6 (O): -0.1703, atom 7 (C): -0.0887, atom 8 (C): -0.5684, atom 9 (O): 0.1082, atom 10 (O): -0.1766, atom 11 (H): 0.1243, atom 12 (H): 0.1486, atom 13 (H): 0.1447, atom 14 (H): 0.1364, atom 15 (H): 0.1410, atom 16 (O): -0.0866, atom 17 (C): -0.1526, atom 18 (C): -0.1190, atom 19 (C): 0.0483, atom 20 (C): -0.1488, atom 21 (C): 0.0179, atom 22 (C): 0.0223, atom 23 (C): -0.3249, atom 24 (O): -0.1461, atom 25 (N): -0.3618, atom 26 (O): 0.0741, atom 27 (O): 0.0694, atom 28 (H): 0.1412, atom 29 (H): 0.1310, atom 30 (H): 0.1227, atom 31 (H): 0.1249, atom 32 (Cl): 0.7782, atom 33 (C): -0.5491, atom 34 (C): -0.1120, atom 35 (C): -0.5853, atom 36 (Cl): 0.7228, atom 37 (C): -0.1494, atom 38 (C): -0.0143, atom 39 (C): -0.0206, atom 40 (C): -0.0746, atom 41 (N): 0.0021, atom 42 (C): -0.0574, atom 43 (C): -0.2309, atom 44 (O): -0.0288, atom 45 (H): 0.1105, atom 46 (H): 0.0902, atom 47 (H): 0.1159, atom 48 (H): 0.1120

> Which formula does entry 1 have?

C61H52AsN8O2Ru